Entry from the Open Molecules 2025 dataset: a cluster of 2 separate species, CH2BrNO4 in total in a non-equilibrium geometry (the ωB97M-V functional and the def2-TZVPD basis).

Highest occupied orbital energy (spin up / spin down) in eV: -11.03 / -8.97
Spin multiplicity: 1
Energy above the lowest of the compared OMol25 structures with the same formula, charge and spin in eV: 2.9622
Orbital gap (spin up / spin down) in Eh: 0.3832 / 0.1824

Geometry (Å):
1 C 0.228724 0.466336 0.064561
2 N 0.698878 -0.842070 -0.289376
3 O 1.116502 -1.095039 -1.411660
4 O 1.024998 -1.611726 0.839130
5 O 0.134433 1.125944 -1.065751
6 O 0.010396 0.772344 1.203850
7 Br -3.302990 0.820892 0.001784
8 H -0.371661 1.993300 -0.990611
9 H 0.460716 -1.629977 1.648077

Forces on atoms 1 to 6 (eV/Å):
C 0.3 -0.7 0.1
N -1.3 1.3 1.8
O 0.4 -1.2 0.5
O 1.5 -1.5 -0.5
O -1.2 2.3 -0.4
O -0.3 0.3 -0.4

***

Entry from the Open Molecules 2025 dataset: an isolated molecule of C2H3N3O in a non-equilibrium geometry (the ωB97M-V functional and the def2-TZVPD basis).

Highest occupied orbital energy in eV: -9.49
Spin multiplicity: 1
Energy above the lowest of the compared OMol25 structures with the same formula, charge and spin in eV: 0.9084
Orbital gap in Eh: 0.3747

Geometry (Å):
1 O -0.134996 1.961233 -0.027015
2 C 0.136011 0.659653 0.084117
3 N -0.377387 -0.070462 1.030965
4 C -0.353379 -1.306157 0.457915
5 N 0.281527 -1.409514 -0.681104
6 N 0.638589 -0.108366 -0.935866
7 H -0.737416 2.150843 0.716778
8 H -1.033782 -2.051061 0.828300
9 H 1.485953 0.004171 -1.480793

Forces on atoms 1 to 6 (eV/Å):
O 0.8 0.3 0.2
C -0.1 -0.1 -0.2
N -0.8 0.1 -0.7
C -0.2 -0.4 0.0
N 0.0 -0.1 0.5
N 0.1 0.2 0.3

***

Entry from the Open Molecules 2025 dataset: an isolated molecule of C4H6N2 in a non-equilibrium geometry (the ωB97M-V functional and the def2-TZVPD basis).

Highest occupied orbital energy in eV: -8.81
Spin multiplicity: 1
Energy above the lowest of the compared OMol25 structures with the same formula, charge and spin in eV: 3.1735
Orbital gap in Eh: 0.3623

Geometry (Å):
1 C 0.381546 1.021013 1.096185
2 C -0.521196 -0.169411 0.913819
3 C 0.545180 -0.786485 -1.045433
4 C -0.572418 0.817409 -0.099235
5 H 1.463653 0.907009 0.969374
6 H -0.175950 1.940077 1.640549
7 H -1.508382 -0.514872 1.403093
8 H 0.784350 -1.722379 0.687727
9 H 1.171475 -1.165399 -1.780336
10 H -1.133187 1.775829 -0.200639
11 N -0.060519 -1.326614 0.203841
12 N 0.117573 0.395840 -1.334095

Forces on atoms 1 to 6 (eV/Å):
C -2.3 1.7 1.1
C -3.4 -2.2 1.5
C -3.4 2.8 1.1
C 1.3 4.5 -3.2
H -0.5 0.3 0.2
H 2.3 -2.4 -0.6

***

Entry from the Open Molecules 2025 dataset: a structure of composition C17H33NO7PSTc in a non-equilibrium geometry (the ωB97M-V functional and the def2-TZVPD basis).

Charge: +3
Highest occupied orbital energy (spin up / spin down) in eV: -17.39 / -17.75
Spin multiplicity: 4
Orbital gap (spin up / spin down) in Eh: 0.2755 / 0.2415

Geometry (Å):
1 Tc 0.110478 0.958532 0.307365
2 C 1.409067 0.144101 3.078328
3 O 0.188730 0.168639 2.288062
4 C -0.653579 -0.981336 2.527854
5 C -1.930290 -0.801607 1.768640
6 O -1.582383 -0.594222 0.372408
7 C -2.696613 -0.158518 -0.455974
8 C -2.097069 0.694851 -1.534959
9 O -1.340794 1.739475 -0.842900
10 C -1.832065 3.116414 -1.023833
11 H 1.140404 -0.002271 4.121532
12 H 1.890592 1.108932 2.958160
13 H 2.057729 -0.659255 2.731996
14 H -0.866365 -1.063841 3.593551
15 H -0.129345 -1.884074 2.204241
16 H -2.480676 0.068443 2.132025
17 H -2.551365 -1.690750 1.878314
18 H -3.396666 0.415397 0.152486
19 H -3.212198 -1.017962 -0.883357
20 H -2.850196 1.130336 -2.187701
21 H -1.389977 0.125334 -2.139284
22 H -2.916936 3.106370 -0.959670
23 H -1.504902 3.480598 -1.993138
24 H -1.419611 3.720511 -0.223886
25 O 1.970390 0.244541 0.150903
26 N 3.058878 1.071953 0.120057
27 C 4.271967 0.495783 0.002133
28 C 5.388921 1.281998 -0.063942
29 C 5.251271 2.670486 -0.000141
30 C 3.994606 3.226070 0.142317
31 C 2.883905 2.394988 0.201981
32 S 1.249639 2.962054 0.362389
33 H 4.281331 -0.583660 -0.033778
34 H 6.360159 0.820123 -0.167517
35 H 6.122095 3.310225 -0.056978
36 H 3.851493 4.295770 0.211353
37 C 2.193880 -5.465475 1.144505
38 C 2.564710 -4.029395 1.408363
39 O 2.255622 -3.156414 0.243216
40 P 0.893069 -2.598853 -0.242104
41 O -0.268506 -3.562728 0.092031
42 C -1.108895 -4.321630 -0.882636
43 C -2.103388 -5.139223 -0.111153
44 O 0.965628 -2.470146 -1.787511
45 C 2.180920 -2.170017 -2.597470
46 C 2.573670 -3.409249 -3.355435
47 H 2.455879 -6.048738 2.028161
48 H 2.748684 -5.867776 0.297423
49 H 1.126632 -5.586176 0.964389
50 H 3.634336 -3.912056 1.543438
51 H 2.066297 -3.634196 2.292623
52 H -0.439260 -4.941972 -1.475629
53 H -1.590240 -3.608431 -1.548188
54 H -1.615112 -5.902482 0.492176
55 H -2.758984 -5.638416 -0.825869
56 H -2.721776 -4.518239 0.537158
57 H 2.973146 -1.833142 -1.932970
58 H 1.892773 -1.361404 -3.261217
59 H 2.811349 -4.230292 -2.679241
60 H 3.460844 -3.183630 -3.948611
61 H 1.779601 -3.721448 -4.032188

Forces on atoms 1 to 6 (eV/Å):
Tc 1.1 0.4 0.9
C 0.1 0.1 0.1
O -0.1 0.1 -0.3
C 0.0 -0.2 0.0
C -0.1 0.0 0.0
O 0.1 0.3 0.1

***

Entry from the Open Molecules 2025 dataset: a structure of composition C12H26CuN6O6 in a non-equilibrium geometry (the ωB97M-V functional and the def2-TZVPD basis).

Highest occupied orbital energy (spin up / spin down) in eV: -6.40 / -6.33
Spin multiplicity: 2
Energy above the lowest of the compared OMol25 structures with the same formula, charge and spin in eV: 0.1832
Orbital gap (spin up / spin down) in Eh: 0.2235 / 0.2227

Geometry (Å):
1 O -0.169354 0.157882 -3.395623
2 H -0.392448 0.177181 -4.341196
3 Cu 0.338363 -0.219016 -0.393182
4 N 0.520407 1.341906 0.728885
5 N 1.752554 0.662926 -1.337439
6 N -0.825666 -1.202429 0.780597
7 N 0.217838 -1.908366 -1.306978
8 O -0.061994 1.505472 1.869523
9 O -1.111953 -0.782659 2.021080
10 O 1.045426 -2.228551 -2.320259
11 O 2.394651 0.066022 -2.265313
12 C 2.114180 1.882139 -0.866473
13 C 1.471546 2.224243 0.356584
14 C -1.152456 -2.450219 0.453092
15 C -0.575435 -2.847783 -0.801256
16 C 1.813143 3.351126 1.258903
17 H 2.186941 2.970408 2.220023
18 H 0.924155 3.959729 1.464775
19 H 2.585843 3.992360 0.826232
20 C 3.118908 2.737016 -1.558787
21 H 2.879809 2.827294 -2.626463
22 H 4.134440 2.328959 -1.457382
23 H 3.112926 3.741655 -1.120995
24 C -1.868401 -3.361768 1.382836
25 C -0.780287 -4.197382 -1.390449
26 H -2.440081 -2.777606 2.110583
27 H -1.155090 -3.990488 1.936832
28 H -2.544806 -4.029758 0.840151
29 H -0.256464 -4.295688 -2.342478
30 H -1.849121 -4.385772 -1.547207
31 H -0.419791 -4.972522 -0.704323
32 H -0.752928 0.210928 2.010697
33 H 1.630944 -1.386104 -2.408817
34 C -1.189823 0.826356 -2.652392
35 H -0.748041 1.699842 -2.160182
36 H -1.586773 0.144620 -1.886441
37 H -2.017290 1.166202 -3.298595
38 O -3.929286 2.377299 -0.172256
39 H -4.011714 1.549002 -0.680428
40 H -3.032054 2.700006 -0.377218
41 C 3.480304 -0.304643 4.169042
42 N 2.388431 -1.045227 3.552723
43 C 1.742503 -2.107597 4.318144
44 C 2.277031 -1.059493 2.251222
45 N 2.167694 -1.068517 1.079488
46 H 3.387249 -0.421176 5.253085
47 H 3.412607 0.758968 3.907029
48 H 4.463546 -0.678292 3.845055
49 H 1.813609 -1.857823 5.380257
50 H 0.686679 -2.172449 4.022420
51 H 2.223232 -3.082009 4.143470

Forces on atoms 1 to 6 (eV/Å):
O -0.7 0.2 -0.6
H 0.1 0.0 0.6
Cu 0.9 0.5 0.7
N 2.2 2.7 -1.1
N 1.3 2.5 0.8
N -1.7 -2.8 0.5

***

Entry from the Open Molecules 2025 dataset: a cluster of 2 separate species, C3H3IO in total in a non-equilibrium geometry (the ωB97M-V functional and the def2-TZVPD basis).

Highest occupied orbital energy in eV: -8.21
Spin multiplicity: 1
Energy above the lowest of the compared OMol25 structures with the same formula, charge and spin in eV: 2.7955
Orbital gap in Eh: 0.3108

Geometry (Å):
1 C -0.042486 0.713437 0.373228
2 C -0.385340 -2.067096 -0.350867
3 C 0.855127 -0.158580 -0.069128
4 O -1.397175 -2.006464 0.125544
5 I 2.958543 -0.160748 -0.164545
6 H 0.386392 1.414357 1.016386
7 H -1.113372 0.554941 0.373918
8 H 0.319090 -2.795937 -0.889846

Forces on atoms 1 to 6 (eV/Å):
C 1.5 -1.3 0.1
C 7.1 2.2 -2.2
C -2.6 -2.9 -0.8
O -4.0 -0.3 1.6
I -0.9 0.1 0.2
H 0.1 2.1 0.6

***

| no. | energy (eV) |
| --- | --- |
| 1 | -80787.0758 |
| 2 | -8639.5861 |
| 3 | -7222.4174 |
| 4 | -56280.8364 |
| 5 | -78723.6244 |
| 6 | -13303.3549 |